Computed, not measured: a single C4H8N2O2 molecule at a distorted geometry, with ωB97M-V/def2-TZVPD.

As for the energy relative to the best compared isomer or geometry (same formula, charge and spin): 0.632 eV. The highest occupied orbital energy comes out at -0.355 hartree. As for the orbital gap: 10.193 eV. The calculation puts the molar mass at 116.1 g/mol. Its total energy is -11353.4807 eV. As for the SMILES: CC(=O)NCC(N)=O.

The geometry in XYZ format:
```
16
Properties=species:S:1:pos:R:3:forces:R:3
C 1.523604 0.419674 1.757181 -1.6 0.2 -0.3
C 1.483027 -0.715477 0.769495 -0.2 -0.9 -0.5
N 0.351888 -0.974354 0.003178 0.9 1.0 1.2
C -0.948956 -0.337349 0.192001 1.4 -2.0 -0.3
C -1.295165 0.607320 -0.915221 -1.3 0.9 -1.5
N -2.284571 1.507209 -0.630965 0.0 0.0 0.6
O -0.909508 0.497573 -2.065375 0.5 -0.4 0.7
O 2.470785 -1.405113 0.598987 0.1 0.1 0.0
H 0.556713 0.627667 2.226728 0.0 -0.2 0.0
H 2.203504 0.197960 2.567733 0.5 0.3 -0.3
H 1.670008 1.318204 1.149567 0.7 0.1 0.4
H 0.557880 -1.656058 -0.711688 -0.5 0.1 -0.1
H -1.651409 -1.180218 0.136757 -0.4 0.5 0.1
H -0.942008 0.019328 1.213123 -0.5 0.5 -0.1
H -2.525301 1.723747 0.322174 -0.1 0.0 -0.1
H -2.733314 2.016940 -1.381947 0.4 -0.1 0.2
```
Forces are in eV/Å.

---

Computed, not measured: 2 unconnected molecules or ions with the total composition C8H14O2 at a distorted geometry, with ωB97M-V/def2-TZVPD.

As for the energy relative to the best compared isomer or geometry (same formula, charge and spin): 3.890 eV. The highest occupied orbital energy comes out at -0.297 hartree. As for the orbital gap: 8.889 eV. The calculation puts the molar mass at 142.2 g/mol. Its total energy is -12614.1890 eV. As for the SMILES: CC(C)=C1OC1(C)C.C=O.

The geometry in XYZ format:
```
24
Properties=species:S:1:pos:R:3:forces:R:3
C -2.248505 0.392080 1.023765 2.1 1.4 -2.9
C -1.258463 -0.274246 0.058729 -1.7 -0.3 1.9
C 0.018585 -0.159693 0.213929 2.4 -2.1 0.6
C 1.393195 -0.666801 0.172927 -1.0 -0.1 -0.6
C -1.993260 -0.989091 -1.014774 0.4 -0.3 -1.4
C 1.681706 -2.089493 0.643134 -0.1 1.4 -1.7
C 2.350829 -0.020847 -0.739475 0.5 1.6 -0.3
C -0.001745 3.046862 -0.131630 -0.6 -1.1 0.4
O 0.937668 0.245879 1.168289 -1.2 0.6 1.3
O 0.027163 2.001434 -0.747056 -0.1 2.2 -0.3
H -3.074358 0.397450 0.368613 -1.9 0.2 0.4
H -2.316641 -0.110048 1.916211 -0.6 -1.3 2.0
H -2.248406 -0.184497 -1.725839 -0.2 -0.5 -0.3
H -1.411867 -1.765570 -1.532383 0.1 0.4 0.0
H -2.941332 -1.483776 -0.739813 0.5 0.4 0.4
H 2.447199 -2.127648 1.341587 1.7 0.4 1.5
H 2.059010 -2.702719 -0.173539 -0.6 -0.2 -0.2
H 0.828202 -2.417154 1.151921 -1.4 -1.1 0.3
H 2.305330 1.113911 -0.698800 -0.1 -1.5 0.1
H 2.133816 -0.303740 -1.754645 0.3 -0.2 -0.5
H 3.332689 -0.323427 -0.431236 0.8 -0.1 -0.2
H 0.936614 3.561071 0.165248 -0.3 0.1 -0.1
H -1.962935 1.424412 1.191755 0.1 0.2 0.3
H -0.994487 3.435659 0.273084 1.0 0.0 -0.5
```
Forces are in eV/Å.

---

Computed, not measured: 2 unconnected molecules or ions with the total composition H5NO at a distorted geometry, with ωB97M-V/def2-TZVPD.

As for the energy relative to the best compared isomer or geometry (same formula, charge and spin): 0.287 eV. The highest occupied orbital energy comes out at -0.375 hartree. As for the orbital gap: 10.922 eV. The calculation puts the molar mass at 35.0 g/mol. Its total energy is -3618.6333 eV. As for the SMILES: N.O.

The geometry in XYZ format:
```
7
Properties=species:S:1:pos:R:3:forces:R:3
N 0.000000 0.000000 0.000000 0.3 -0.4 0.2
H -0.516167 -0.868363 0.173627 0.3 0.4 -0.1
H 0.467299 0.249406 0.877525 -0.2 -0.2 -0.4
H 0.736682 -0.221610 -0.677355 -0.4 0.1 0.3
O -1.828076 -4.281084 -1.578398 -0.4 -0.4 1.1
H -1.767870 -3.817018 -0.712790 -0.1 -0.6 -0.9
H -2.280446 -5.130566 -1.373467 0.5 0.9 -0.2
```
Forces are in eV/Å.